{
  "formula": "C3H4O2S",
  "method": "ωB97M-V with the def2-TZVPD basis set",
  "symbols": ["C", "C", "C", "O", "O", "S", "H", "H", "H", "H"],
  "xyz": [[0.3373, -0.7053, -1.2120], [-0.6798, 0.5035, 1.2396], [0.7031, 0.5691, -0.7433], [1.0756, -1.2490, -2.0240], [0.3769, 0.8730, 0.5070], [2.0759, 1.3528, -1.4434], [-0.4622, -1.2219, -0.6626], [-0.8800, 1.0627, 2.2493], [-1.4862, -0.0579, 0.7956], [2.1430, 0.0694, -2.1163]],
  "atomic_forces_ev_per_a": [[0.452, -0.332, 0.455], [-0.497, 1.044, 1.671], [0.048, 0.257, 0.804], [-0.427, -0.985, -1.090], [-0.780, 1.273, 1.210], [-0.117, -1.249, -0.464], [0.045, -0.177, -0.364], [0.932, -1.112, -2.333], [0.036, -0.031, -0.143], [0.309, 1.313, 0.254]],
  "e_tot_ha": -665.2279,
  "lumo_energy_ev": [-0.25, -0.95],
  "homo_energy_ev": [-7.977, -8.245],
  "gap_ev": [7.7, 7.3]
}